No. 1
Computed, not measured: a structure of composition C29H50IN9SnTe, with ωB97M-V/def2-TZVPD.

Charge = +2
Frontier orbital gap = 6.164 eV
E_tot = -65507.68948 eV
Multiplicity = 1
LUMO = -6.05 eV
Molar mass = 898.00 g/mol

Structure (XYZ):
```
91
C29H50IN9SnTe, DFT ωB97M-V/def2-TZVPD
Sn -0.386 -0.266 -0.796
C -4.671 -3.237 0.152
N -3.243 -3.509 0.061
C -2.819 -4.863 0.428
C -1.349 -4.919 0.005
N -1.123 -3.603 -0.579
C -0.012 -3.417 -1.489
C -2.241 -2.831 -0.541
N -2.210 -1.598 -0.999
C -3.404 -0.762 -1.036
C -3.123 0.495 -1.838
N -2.061 1.278 -1.200
C -2.140 2.588 -1.084
N -1.262 3.291 -0.315
C 0.030 2.812 0.122
C -1.450 4.726 -0.495
C -2.866 4.787 -1.047
N -3.042 3.449 -1.613
C -4.112 3.250 -2.579
H -5.083 -3.920 0.890
H -5.180 -3.423 -0.797
H -4.882 -2.228 0.486
H -3.429 -5.606 -0.088
H -2.944 -5.001 1.502
H -1.160 -5.700 -0.733
H -0.681 -5.085 0.852
H 0.135 -4.329 -2.073
H 0.918 -3.206 -0.955
H -0.232 -2.604 -2.181
H -3.708 -0.468 -0.023
H -4.234 -1.276 -1.523
H -4.058 1.040 -1.903
H -2.814 0.201 -2.847
H 0.698 2.604 -0.723
H -0.066 1.921 0.745
H 0.488 3.585 0.734
H -0.719 5.128 -1.205
H -1.342 5.248 0.454
H -2.985 5.549 -1.814
H -3.605 4.970 -0.261
H -4.329 4.215 -3.031
H -5.036 2.892 -2.120
H -3.809 2.575 -3.375
C 9.274 0.110 -2.177
C 7.813 0.119 -1.841
C 7.131 1.305 -1.601
C 5.776 1.324 -1.293
C 5.098 2.657 -1.114
C 5.103 0.098 -1.201
Te 3.039 0.059 -0.702
C 5.766 -1.122 -1.422
C 5.076 -2.458 -1.344
C 7.112 -1.081 -1.745
H 9.634 1.105 -2.431
H 9.473 -0.559 -3.014
H 9.850 -0.255 -1.324
H 7.667 2.245 -1.654
H 5.837 3.440 -0.957
H 4.417 2.660 -0.264
H 4.528 2.917 -2.009
H 4.318 -2.556 -2.125
H 4.589 -2.599 -0.379
H 5.796 -3.263 -1.477
H 7.637 -2.013 -1.922
C -3.714 1.114 4.129
C -3.510 1.802 2.792
N -2.379 1.202 2.096
C -1.467 0.346 2.641
N -0.651 -0.274 1.819
C 0.347 -1.173 2.385
C -0.111 -1.791 3.695
C -0.488 -0.659 4.635
N -1.450 0.223 3.988
C -2.364 1.001 4.817
H -4.119 0.111 3.976
H -4.414 1.678 4.743
H -3.326 2.870 2.948
H -4.404 1.705 2.173
H -2.391 1.202 1.090
H 1.289 -0.635 2.554
H 0.550 -1.952 1.641
H 0.685 -2.388 4.137
H -0.978 -2.434 3.524
H 0.411 -0.100 4.918
H -0.942 -1.046 5.547
H -1.957 2.000 5.012
H -2.466 0.492 5.774
I 2.378 0.010 -3.401
C 0.227 -0.089 -3.220
H -0.037 -0.930 -3.865
H -0.106 0.824 -3.718
```

Mulliken population analysis, charges in e, atoms 1 to 6: 0.848 -0.986 0.028 -0.725 -0.550 0.308


No. 2
Computed, not measured: the ion C4H6N3O with charge +1 at a distorted geometry, with ωB97M-V/def2-TZVPD.

Charge = +1
Frontier orbital gap (alpha / beta) = 5.714 / 5.715 eV
ΔE to the lowest compared entry with this formula, charge and spin = 629.2 kJ/mol
SMILES = [H]/N=[NH+]/C(=C)[N+]([O-])=C=C
E_tot = -10748.74113 eV
Multiplicity = 1
LUMO (alpha / beta) = -7.04 / -7.04 eV
Molar mass = 112.11 g/mol

Structure (XYZ):
```
14
C4H6N3O, DFT ωB97M-V/def2-TZVPD
H -0.578 2.003 2.120
N -0.577 1.244 1.441
N 0.246 1.366 0.506
C 0.425 0.547 -0.604
C 1.116 1.031 -1.656
N -0.099 -0.806 -0.742
O -0.032 -1.288 -1.905
C -0.535 -1.494 0.246
C -1.043 -2.191 1.186
H 0.872 2.190 0.434
H 1.216 0.407 -2.534
H 1.544 2.017 -1.694
H -0.449 -2.850 1.806
H -2.107 -2.177 1.397
```

Mulliken population analysis, charges in e, atoms 1 to 6: 0.300 -0.524 0.402 0.714 -0.925 0.483


No. 3
Computed, not measured: a structure of composition C4H11NO2 at a distorted geometry, with ωB97M-V/def2-TZVPD.

Charge = 0
Frontier orbital gap = 9.125 eV
ΔE to the lowest compared entry with this formula, charge and spin = 301.8 kJ/mol
E_tot = -9909.11431 eV
Multiplicity = 1
LUMO = 0.70 eV
Molar mass = 105.14 g/mol

Structure (XYZ):
```
18
C4H11NO2, DFT ωB97M-V/def2-TZVPD
C -0.302 -0.596 -0.268
C 0.785 -0.467 0.693
C 0.817 1.305 0.805
C -1.723 -0.345 0.163
N -0.034 -0.395 -1.605
O -0.006 -2.370 0.100
O 1.248 1.850 -0.429
H 1.235 2.816 -0.367
H 0.538 -2.651 -0.651
H 0.736 0.234 -1.813
H -0.837 -0.273 -2.207
H 1.785 -0.666 0.317
H 0.564 -0.789 1.705
H 1.573 1.480 1.576
H -0.106 1.781 1.147
H -2.143 0.549 -0.305
H -2.315 -1.224 -0.108
H -1.814 -0.240 1.246
```

Mulliken population analysis, charges in e, atoms 1 to 6: 1.010 -0.797 -0.570 -1.631 -0.441 -0.707


No. 4
Computed, not measured: a cluster of 3 separate species, C6H10N2O in total at a distorted geometry, with ωB97M-V/def2-TZVPD.

Charge = 0
Frontier orbital gap (alpha / beta) = 7.279 / 7.315 eV
ΔE to the lowest compared entry with this formula, charge and spin = 618.7 kJ/mol
E_tot = -11405.67555 eV
Multiplicity = 1
LUMO (alpha / beta) = 0.08 / 0.09 eV
Molar mass = 126.16 g/mol

Structure (XYZ):
```
19
C6H10N2O, DFT ωB97M-V/def2-TZVPD
C -0.220 1.867 -0.117
C 2.294 -1.489 -0.201
N -0.154 0.415 -0.098
C -0.433 -0.448 0.770
C 1.895 -0.056 -0.040
C -2.489 0.068 0.387
C -3.252 -0.652 -0.411
N 2.618 0.955 0.035
O -0.336 -1.485 1.322
H 3.630 0.809 -0.100
H -2.852 0.809 1.093
H 0.791 2.274 -0.174
H -0.712 2.258 0.773
H -0.784 2.159 -1.001
H 1.661 -1.966 -0.952
H 2.161 -2.022 0.742
H 3.347 -1.573 -0.502
H -2.826 -1.377 -1.103
H -4.339 -0.546 -0.423
```

Mulliken population analysis, charges in e, atoms 1 to 6: -0.818 -1.120 -0.182 0.605 0.648 -0.442


No. 5
Computed, not measured: a cluster of 16 separate species, C17H68N5O18 in total at a distorted geometry, with ωB97M-V/def2-TZVPD.

Charge = +1
Frontier orbital gap = 8.683 eV
ΔE to the lowest compared entry with this formula, charge and spin = 663.1 kJ/mol
E_tot = -63020.89298 eV
Multiplicity = 1
LUMO = -2.86 eV
Molar mass = 630.75 g/mol

Structure (XYZ):
```
108
C17H68N5O18, DFT ωB97M-V/def2-TZVPD
C -3.967 -0.506 2.203
C -3.848 0.954 2.936
C -2.760 1.985 2.275
C -1.677 1.298 1.252
O -0.476 2.148 1.258
N 0.598 1.511 0.735
C 0.935 1.868 -0.718
O 0.742 3.303 -0.982
C 0.077 3.551 -2.271
C -1.427 4.158 -1.984
C 1.393 0.625 1.415
N 0.982 0.390 2.879
C 1.353 1.531 3.836
C 1.471 -0.986 3.272
C 0.291 -2.111 3.305
C 0.260 -3.165 2.057
C -0.947 -2.775 0.966
O -0.536 -1.764 -0.019
C 2.744 -1.112 2.253
N 3.866 -0.405 3.044
N 2.635 -0.150 1.051
C 2.601 -1.061 -0.151
C 4.151 -1.039 -0.779
C 4.318 -1.949 -2.132
N 3.517 -3.232 -2.141
H -3.208 -1.232 2.768
H -3.797 -0.503 1.046
H -5.046 -0.952 2.450
H -3.631 0.820 4.102
H -4.915 1.480 2.847
H -3.274 2.947 1.790
H -2.121 2.420 3.185
H -1.360 0.204 1.522
H -2.179 1.290 0.170
H 2.099 1.627 -0.833
H 0.389 1.150 -1.468
H 0.106 2.655 -3.024
H 0.688 4.434 -2.791
H -1.451 5.290 -2.363
H -1.664 4.077 -0.838
H -2.173 3.578 -2.679
H 1.080 1.207 4.927
H 0.755 2.519 3.581
H 2.492 1.777 3.726
H 1.709 -0.830 4.426
H -0.745 -1.517 3.269
H 0.261 -2.690 4.349
H 1.290 -3.377 1.544
H -0.093 -4.210 2.513
H -1.951 -2.471 1.484
H -1.149 -3.776 0.348
H -0.868 -2.031 -0.947
H 3.234 -2.160 2.080
H 3.854 -0.702 4.045
H 4.742 -0.862 2.649
H 2.377 -2.188 0.077
H 1.885 -0.734 -1.015
H 4.405 0.082 -1.001
H 4.890 -1.375 0.092
H 5.475 -2.226 -2.224
H 4.095 -1.236 -3.063
H 2.524 -2.923 -2.361
H 3.536 -3.688 -1.202
O -3.186 1.279 -2.961
H -2.664 0.489 -2.754
H -3.489 1.128 -3.869
O 4.814 1.241 -3.113
H 5.128 1.972 -2.560
H 4.904 1.576 -4.018
O -2.723 -1.831 -2.139
H -3.508 -2.333 -2.406
H -2.929 -1.536 -1.240
O -5.373 -2.046 -3.751
H -5.744 -2.142 -4.641
H -5.634 -1.152 -3.483
O -1.905 4.145 -5.591
H -2.063 3.598 -4.807
H -0.991 4.449 -5.484
O -6.522 -2.275 3.251
H -6.692 -1.915 4.135
H -6.460 -3.231 3.396
O 2.572 -5.305 2.171
H 1.788 -5.808 1.904
H 2.367 -5.011 3.070
O -6.778 2.570 2.477
H -6.595 2.286 1.569
H -6.742 3.537 2.432
O 7.328 -1.163 -0.051
H 7.237 -0.871 -0.971
H 8.262 -1.409 0.025
O -8.345 -1.804 1.152
H -7.708 -1.762 1.881
H -8.620 -0.883 1.027
O 1.601 -0.648 -4.276
H 1.443 -1.195 -3.492
H 2.515 -0.344 -4.169
O -4.792 -3.799 -0.654
H -5.525 -3.510 -0.089
H -5.220 -4.027 -1.493
O 4.340 2.385 1.217
H 3.726 1.676 1.463
H 4.263 3.023 1.943
O 1.222 5.633 -6.015
H 1.405 5.349 -6.923
H 1.257 6.600 -6.060
O 8.786 1.138 -0.817
H 7.853 1.133 -0.554
H 8.840 1.850 -1.473
```

Mulliken population analysis, charges in e, atoms 1 to 6: -0.102 -0.248 -0.652 0.659 -0.330 0.791


No. 6
Computed, not measured: a structure of composition C13H18Cl3N3O4PbS4, with ωB97M-V/def2-TZVPD.

Charge = 0
Frontier orbital gap = 7.653 eV
ΔE to the lowest compared entry with this formula, charge and spin = 428.4 kJ/mol
E_tot = -112582.71737 eV
Multiplicity = 1
LUMO = -0.27 eV
Molar mass = 722.13 g/mol

Structure (XYZ):
```
46
C13H18Cl3N3O4PbS4, DFT ωB97M-V/def2-TZVPD
Pb 0.842 -0.891 -2.452
Cl -1.146 2.318 1.663
C -3.116 -1.652 2.397
Cl -2.246 -1.297 0.858
H -3.960 -0.969 2.416
H -2.422 -1.472 3.214
S 2.499 1.324 -0.103
S 2.678 -0.623 0.490
S 2.536 -0.587 2.560
S 0.607 -0.945 3.008
O -0.447 0.593 -1.234
N -1.564 0.974 -1.739
N -1.779 0.597 -2.923
O -0.921 -0.101 -3.649
C -3.036 0.944 -3.529
C -3.082 1.084 -4.905
C -4.290 1.423 -5.496
C -5.421 1.610 -4.715
C -5.352 1.446 -3.338
C -4.156 1.104 -2.728
H -2.188 0.926 -5.490
H -4.343 1.541 -6.570
H -6.362 1.872 -5.182
H -6.239 1.570 -2.731
H -4.089 0.922 -1.665
O 0.492 -2.565 3.199
C 0.070 -3.125 -0.524
O 0.484 -3.447 0.537
C -0.377 -2.707 -1.650
N -3.378 -1.346 -0.360
C -3.429 -2.687 -0.968
C -2.836 -2.742 -2.385
C -1.450 -3.375 -2.496
H -3.432 -2.690 2.359
H 0.369 -2.978 2.322
H -1.027 1.336 0.837
H -4.490 -2.952 -1.025
H -2.964 -3.456 -0.336
H -2.802 -1.719 -2.764
H -3.508 -3.292 -3.050
H -1.147 -3.352 -3.547
H -1.510 -4.433 -2.226
Cl 5.134 1.086 -1.528
C 4.217 1.842 -0.201
H 4.197 2.916 -0.375
H 4.734 1.626 0.729
```

Mulliken population analysis, charges in e, atoms 1 to 6: 0.789 -0.226 -0.934 0.432 0.342 0.285